No. 1
# C21H36N6O3

9 unconnected molecules or ions with the total composition C21H36N6O3 (ωB97M-V with the def2-TZVPD basis set, the OMol25 dataset).

The total energy comes out at -1375.939088 Ha. The value obtained for the energy above the lowest of the compared OMol25 structures with the same formula, charge and spin is 383.0 kJ/mol. Its SMILES is CC(C)=O.CC(C)=O.CC(C)=O.CC#N.CC#N.CC#N.CC#N.CC#N.CC#N. The calculation puts the HOMO-LUMO gap at 0.3157 Ha.

```
66
Properties=species:S:1:pos:R:3:nbo_charge:R:1
C 2.410 1.257 -0.324 -0.73
C 3.467 1.473 0.792 0.61
O 4.038 0.526 1.266 -0.53
C 3.757 2.901 1.222 -0.73
H 2.589 0.217 -0.591 0.23
H 2.602 1.972 -1.124 0.21
H 1.404 1.401 0.068 0.23
H 3.738 3.647 0.421 0.22
H 4.766 2.952 1.629 0.24
H 3.035 3.272 1.950 0.25
C -0.014 -2.075 3.693 -0.73
C 1.360 -1.437 3.564 0.60
O 1.683 -0.500 4.252 -0.55
C 2.350 -2.148 2.682 -0.74
H 0.032 -2.915 4.386 0.25
H -0.327 -2.397 2.698 0.23
H -0.757 -1.367 4.060 0.24
H 2.036 -3.157 2.425 0.22
H 3.340 -2.104 3.135 0.25
H 2.496 -1.603 1.741 0.24
C -1.412 1.265 2.093 -0.71
C -0.798 1.858 3.328 0.59
O -1.237 1.623 4.425 -0.53
C 0.444 2.704 3.193 -0.73
H -2.232 1.849 1.666 0.25
H -1.763 0.251 2.239 0.24
H -0.639 1.382 1.325 0.19
H 1.337 2.072 3.235 0.25
H 0.485 3.439 3.993 0.24
H 0.540 3.240 2.243 0.20
C -3.949 -2.166 3.317 -0.73
C -3.536 -2.151 4.709 0.29
N -3.195 -2.099 5.801 -0.33
H -4.422 -3.069 2.941 0.25
H -3.130 -1.808 2.694 0.27
H -4.741 -1.417 3.186 0.25
C -0.762 -0.279 -1.450 -0.73
C -1.271 -1.061 -0.299 0.31
N -1.606 -1.682 0.606 -0.37
H -1.115 0.744 -1.319 0.27
H -1.409 -0.760 -2.195 0.25
H 0.303 -0.423 -1.544 0.27
C 2.248 1.175 -4.282 -0.73
C 1.855 -0.190 -3.912 0.32
N 1.525 -1.255 -3.639 -0.38
H 1.745 1.946 -3.706 0.25
H 1.994 1.290 -5.336 0.27
H 3.325 1.253 -4.147 0.26
C -1.247 -1.116 -5.366 -0.73
C -0.543 -0.672 -6.571 0.29
N 0.009 -0.304 -7.508 -0.33
H -1.159 -0.368 -4.581 0.25
H -0.760 -1.983 -4.912 0.27
H -2.267 -1.434 -5.563 0.26
C -3.446 4.115 -2.992 -0.74
C -2.721 3.635 -1.848 0.31
N -2.132 3.257 -0.936 -0.35
H -3.776 3.315 -3.651 0.26
H -2.939 4.900 -3.551 0.26
H -4.369 4.603 -2.658 0.26
C 0.575 -3.957 -1.546 -0.71
C 0.329 -4.819 -0.392 0.29
N 0.066 -5.534 0.467 -0.33
H 0.444 -4.648 -2.381 0.25
H 1.537 -3.456 -1.529 0.26
H -0.186 -3.181 -1.591 0.24
```

---

No. 2
# C5H12O

C5H12O in the gas phase (ωB97M-V with the def2-TZVPD basis set, the OMol25 dataset).

The total energy comes out at -272.927818 Ha. The value obtained for the energy above the lowest of the compared OMol25 structures with the same formula, charge and spin is 54.7 kJ/mol. Its SMILES is COC(C)(C)C. The calculation puts the HOMO-LUMO gap at 0.3845 Ha.

```
18
Properties=species:S:1:pos:R:3:nbo_charge:R:1
C -0.634 0.204 -2.032 -0.25
O -1.036 0.268 -0.684 -0.56
C -0.071 0.014 0.346 0.26
C 0.941 -1.072 -0.036 -0.65
C 0.648 1.320 0.692 -0.63
C -0.916 -0.462 1.526 -0.61
H -1.034 -0.705 -2.504 0.17
H 0.453 0.201 -2.161 0.17
H -1.033 1.072 -2.568 0.18
H 1.721 -0.699 -0.708 0.21
H 1.439 -1.444 0.865 0.22
H 0.437 -1.916 -0.518 0.22
H 1.178 1.717 -0.182 0.21
H -0.077 2.071 1.024 0.22
H 1.384 1.171 1.492 0.21
H -1.727 0.250 1.707 0.22
H -1.359 -1.438 1.302 0.21
H -0.314 -0.551 2.437 0.20
```

---

No. 3
# C5H10N

A gas-phase ion, C5H10N (charge +1) (ωB97M-V with the def2-TZVPD basis set, the OMol25 dataset).

The total energy comes out at -250.944569 Ha. The value obtained for the energy above the lowest of the compared OMol25 structures with the same formula, charge and spin is 159.4 kJ/mol. Its SMILES is C[N@@H+]1C=CCC1. As for the total charge: +1. The calculation puts the HOMO-LUMO gap at 0.4075 Ha.

```
16
Properties=species:S:1:pos:R:3:nbo_charge:R:1
C -0.421 -1.444 0.907 -0.12
C 0.642 -0.609 0.794 -0.07
C -1.601 -0.779 0.349 -0.52
C -1.129 0.276 -0.591 -0.09
C 1.654 1.099 -0.720 -0.44
N 0.470 0.726 0.172 -0.42
H -0.498 -2.410 1.362 0.27
H 1.683 -0.757 1.041 0.23
H -2.181 -1.586 -0.257 0.27
H -2.381 -0.479 1.070 0.26
H -0.795 -0.134 -1.544 0.23
H -1.852 1.045 -0.700 0.24
H 1.860 0.294 -1.508 0.25
H 1.505 2.066 -1.282 0.25
H 2.532 1.265 0.019 0.24
H 0.511 1.426 0.886 0.43
```

---

No. 4
# C21H24AsIrO3S4Sb

A molecular structure, C21H24AsIrO3S4Sb (ωB97M-V with the def2-TZVPD basis set, the OMol25 dataset).

The total energy comes out at -5213.414719 Ha. The value obtained for the energy above the lowest of the compared OMol25 structures with the same formula, charge and spin is 132.6 kJ/mol. As for the total charge: -1. The calculation puts the HOMO-LUMO gap at 0.2108 Ha.

```
55
Properties=species:S:1:pos:R:3:nbo_charge:R:1
Ir -1.814 1.692 -0.743 1.12
S -2.634 6.569 -1.232 -0.93
Sb -3.887 4.640 -0.739 0.82
S -2.534 3.245 0.788 -0.51
S -2.953 2.937 -2.270 -0.57
O -0.035 1.535 0.642 -1.09
As 0.999 0.256 0.789 1.97
C 0.861 -0.419 2.592 -0.41
C 0.989 0.510 3.621 -0.13
C 0.854 0.104 4.939 -0.23
C 0.587 -1.228 5.231 -0.20
C 0.449 -2.151 4.205 -0.22
C 0.586 -1.748 2.883 -0.19
C 2.813 0.892 0.598 -0.30
C 3.742 0.777 1.625 -0.24
C 5.031 1.266 1.452 -0.22
C 5.391 1.864 0.255 -0.21
C 4.464 1.976 -0.773 -0.19
C 3.177 1.490 -0.605 -0.22
C 0.861 -1.273 -0.375 -0.33
C -0.148 -1.428 -1.315 -0.20
C -0.175 -2.576 -2.098 -0.20
C 0.795 -3.554 -1.948 -0.20
C 1.808 -3.394 -1.008 -0.23
C 1.840 -2.254 -0.222 -0.23
H 1.167 1.553 3.387 0.23
H 0.944 0.829 5.738 0.21
H 0.476 -1.544 6.261 0.21
H 0.226 -3.186 4.431 0.21
H 0.461 -2.466 2.082 0.23
H 3.467 0.309 2.562 0.22
H 5.751 1.179 2.256 0.21
H 6.395 2.248 0.121 0.21
H 4.739 2.449 -1.706 0.22
H 2.452 1.597 -1.403 0.24
H -0.928 -0.688 -1.433 0.27
H -0.971 -2.685 -2.823 0.22
H 0.767 -4.445 -2.563 0.21
H 2.569 -4.155 -0.889 0.21
H 2.634 -2.129 0.508 0.21
C -5.151 0.184 -1.291 -0.83
S -4.266 0.070 -2.851 1.29
C -4.964 -1.516 -3.358 -0.83
O -2.854 -0.262 -2.489 -1.02
H -6.220 0.271 -1.490 0.21
H -4.779 1.074 -0.789 0.27
H -4.908 -0.695 -0.695 0.24
H -6.038 -1.411 -3.514 0.22
H -4.749 -2.259 -2.590 0.22
H -4.481 -1.788 -4.295 0.23
C -0.342 1.856 -2.212 -0.84
H 0.032 2.878 -2.244 0.23
H -0.735 1.587 -3.193 0.21
H 0.474 1.174 -1.959 0.16
O -2.235 0.243 0.147 -0.74
```

---

No. 5
# C44H47AsIN2O3PS3Sr

A molecular structure, C44H47AsIN2O3PS3Sr (ωB97M-V with the def2-TZVPD basis set, the OMol25 dataset).

The total energy comes out at -6140.393997 Ha. The value obtained for the energy above the lowest of the compared OMol25 structures with the same formula, charge and spin is 25.3 kJ/mol. As for the total charge: -2. The calculation puts the HOMO-LUMO gap at 0.1548 Ha.

```
103
Properties=species:S:1:pos:R:3:lowdin_charge:R:1
Sr 1.207 0.046 1.280 0.95
O 1.410 -2.159 -0.862 -0.16
C 1.375 -1.879 -2.235 -0.20
C 1.367 -0.403 -2.569 -0.26
C 1.840 0.016 -3.809 -0.03
C 1.805 1.361 -4.124 -0.08
C 1.310 2.249 -3.182 -0.06
C 0.870 1.743 -1.970 -0.14
N 0.884 0.445 -1.667 0.10
H 2.370 -2.105 -0.611 0.03
H 0.468 -2.325 -2.650 0.11
H 2.231 -2.337 -2.744 0.12
H 2.237 -0.714 -4.503 0.11
H 2.172 1.712 -5.081 0.10
H 1.280 3.315 -3.363 0.10
H 0.511 2.400 -1.187 0.05
S 0.493 -0.723 6.268 0.29
C 0.684 -0.557 4.603 -1.90
S -0.671 -0.207 3.580 0.27
S 2.281 -0.684 3.889 0.23
C -4.626 0.934 3.724 -0.10
C -4.644 0.267 2.508 -0.10
C -3.821 0.689 1.474 -0.12
C -2.988 1.795 1.638 -0.40
C -2.966 2.448 2.866 -0.10
C -3.781 2.019 3.902 -0.09
P -1.934 2.267 0.218 1.09
C -3.056 3.418 -0.685 -0.36
C -2.541 4.042 -1.825 -0.11
C -3.318 4.893 -2.591 -0.10
C -4.641 5.133 -2.240 -0.12
C -5.168 4.516 -1.116 -0.10
C -4.382 3.667 -0.345 -0.08
C -0.671 3.379 0.912 -0.48
C -0.912 4.732 1.173 -0.13
C 0.085 5.505 1.744 -0.13
C 1.305 4.910 2.055 -0.12
C 1.512 3.562 1.791 -0.16
C 0.547 2.728 1.189 -0.24
H -5.237 0.582 4.546 0.09
H -5.274 -0.605 2.373 0.09
H -3.805 0.143 0.536 0.08
H -2.277 3.267 3.023 0.10
H -3.722 2.506 4.867 0.10
H -1.508 3.859 -2.105 0.09
H -2.892 5.370 -3.466 0.09
H -5.255 5.796 -2.839 0.09
H -6.198 4.696 -0.831 0.09
H -4.803 3.199 0.536 0.10
H -1.873 5.179 0.936 0.09
H -0.088 6.555 1.954 0.08
H 2.091 5.504 2.510 0.08
H 2.484 3.147 2.060 0.08
N -1.946 -1.077 -1.083 0.14
C -2.045 -1.333 -2.433 -0.33
C -2.189 -2.640 -2.916 -0.05
C -2.307 -2.881 -4.274 -0.11
C -2.298 -1.835 -5.188 -0.13
C -2.174 -0.535 -4.711 -0.11
C -2.051 -0.281 -3.358 -0.04
H -1.492 -1.786 -0.524 0.05
H -1.625 -0.139 -0.852 0.01
H -2.201 -3.463 -2.210 0.10
H -2.406 -3.903 -4.621 0.09
H -2.386 -2.028 -6.249 0.08
H -2.162 0.298 -5.405 0.10
H -1.939 0.735 -2.994 0.10
C -2.905 -3.939 0.901 -0.19
C -1.475 -4.428 0.700 -0.47
As -0.145 -3.361 1.713 1.19
C 1.306 -4.686 1.512 -0.45
C 2.665 -4.169 1.968 -0.18
C -0.791 -3.848 3.512 -0.45
C 0.318 -3.925 4.555 -0.19
H -3.621 -4.536 0.328 0.06
H -3.025 -2.898 0.595 0.04
H -3.189 -3.998 1.953 0.06
H -1.181 -4.376 -0.353 0.04
H -1.377 -5.474 1.010 0.06
H 1.329 -4.940 0.448 0.05
H 1.018 -5.589 2.059 0.06
H 3.012 -3.354 1.333 0.05
H 3.421 -4.959 1.923 0.06
H 2.632 -3.782 2.987 0.04
H -1.329 -4.800 3.435 0.06
H -1.496 -3.064 3.793 0.03
H 1.003 -4.753 4.351 0.05
H -0.103 -4.074 5.552 0.06
H 0.896 -3.003 4.591 -0.01
I 10.071 1.634 -1.557 0.78
C 8.146 0.895 -1.163 -0.74
C 7.893 -0.456 -1.337 -0.16
C 6.617 -0.935 -1.080 -0.02
C 5.610 -0.078 -0.654 -0.11
C 5.889 1.271 -0.480 -0.01
C 7.159 1.769 -0.735 -0.15
C 4.209 -0.609 -0.388 -0.59
O 4.016 -1.828 -0.608 -0.02
O 3.364 0.224 0.012 -0.15
H 8.677 -1.124 -1.666 0.08
H 6.377 -1.983 -1.204 0.11
H 5.092 1.920 -0.140 0.12
H 7.374 2.820 -0.600 0.09
```

---

No. 6
# C5H11IN

A gas-phase ion, C5H11IN (charge +1) (ωB97M-V with the def2-TZVPD basis set, the OMol25 dataset).

The total energy comes out at -549.223839 Ha. The value obtained for the energy above the lowest of the compared OMol25 structures with the same formula, charge and spin is 206.4 kJ/mol. As for the total charge: +1. The calculation puts the HOMO-LUMO gap at 0.2944 Ha.

```
18
Properties=species:S:1:pos:R:3:nbo_charge:R:1
C 2.623 0.661 2.041 0.04
C -0.672 0.711 -1.726 -0.14
C -0.078 -0.112 -0.853 -0.15
C -2.089 0.462 -2.035 -0.65
C -0.762 -1.357 -0.398 -0.69
N 2.303 -0.416 2.662 -0.65
I 1.951 0.257 -0.485 0.32
H 3.585 0.723 1.689 0.21
H 2.227 1.577 2.304 0.23
H -0.032 1.400 -2.260 0.23
H -2.222 -0.588 -2.452 0.24
H -2.382 1.225 -2.662 0.24
H -2.660 0.549 -1.150 0.23
H -1.756 -1.105 -0.032 0.25
H -0.164 -1.873 0.409 0.22
H -0.945 -2.156 -1.165 0.25
H 2.926 -1.166 2.631 0.41
H 1.514 -0.683 3.184 0.43
```